{
  "formula": "C7H15N",
  "method": "ωB97M-V/def2-TZVPD",
  "smiles": "C/C=C/CCCCN",
  "total_charge": 0,
  "mol_weight_g_mol": 113.20,
  "spin_multiplicity": 1,
  "largest_force_ev_per_a": 1.367,
  "species": ["C", "C", "C", "C", "C", "C", "C", "N", "H", "H", "H", "H", "H", "H", "H", "H", "H", "H", "H", "H", "H", "H", "H"],
  "coordinates": [[1.104220, 1.512623, 1.954284], [1.408034, 0.391740, 0.957376], [0.777801, 0.609375, -0.422448], [-0.724193, 0.304966, -0.402241], [-0.999580, -1.146720, -0.653187], [-1.816234, -1.556487, -1.608000], [-2.063319, -3.009824, -1.899507], [2.096178, 2.584455, 1.786365], [0.093165, 1.914624, 1.805625], [1.172755, 1.119422, 2.965776], [1.095478, -0.586459, 1.332300], [2.500620, 0.399201, 0.924011], [1.317601, -0.035828, -1.114185], [0.959900, 1.626480, -0.780342], [-1.285244, 0.872885, -1.139085], [-1.110130, 0.568973, 0.582097], [-0.575895, -1.829108, 0.068972], [-2.289476, -0.869103, -2.297392], [-3.099104, -3.270592, -1.654504], [-1.876469, -3.338321, -2.920406], [-1.463084, -3.675887, -1.265406], [2.036921, 3.237751, 2.567004], [1.921543, 3.088998, 0.927693]],
  "atomic_forces_ev_per_a": [[-0.1, 0.1, -0.4], [0.1, 0.4, 0.2], [0.4, 0.1, 0.2], [0.2, -0.3, -0.1], [-0.5, 0.9, 0.2], [0.5, -1.2, -0.5], [-0.3, -0.6, 0.8], [0.1, 0.0, 0.6], [-0.1, -0.3, 0.2], [0.0, 0.1, 0.1], [-0.1, 0.1, 0.1], [0.0, -0.3, -0.3], [-0.2, -0.1, -0.3], [0.0, 0.1, 0.1], [0.1, 0.3, -0.1], [-0.1, 0.2, 0.1], [0.2, -0.4, -0.1], [0.0, 0.3, 0.1], [0.0, 0.0, -0.2], [0.0, 0.4, -0.2], [0.1, 0.3, 0.0], [0.0, -0.1, -0.4], [0.0, 0.1, 0.0]]
}



{
  "formula": "C7H15N",
  "method": "ωB97M-V/def2-TZVPD",
  "total_charge": 0,
  "mol_weight_g_mol": 113.20,
  "spin_multiplicity": 1,
  "largest_force_ev_per_a": 3.229,
  "species": ["C", "C", "C", "C", "C", "C", "C", "N", "H", "H", "H", "H", "H", "H", "H", "H", "H", "H", "H", "H", "H", "H", "H"],
  "coordinates": [[1.732672, -0.530786, 0.705933], [1.340948, 0.815005, 1.301228], [0.704041, 1.759916, 0.268241], [-0.452820, 1.104887, -0.518813], [-1.474959, 0.583886, 0.417925], [-2.167468, -0.532313, 0.467744], [-2.632435, -1.411182, -0.639934], [2.546683, -0.473398, -0.506942], [0.889761, -1.189009, 0.505408], [2.346399, -1.039815, 1.456224], [0.556084, 0.721889, 2.050748], [2.230168, 1.302999, 1.692480], [0.208973, 2.598584, 0.759896], [1.410128, 2.196894, -0.400588], [-0.904366, 1.863692, -1.159181], [-0.079785, 0.309342, -1.169687], [-1.007407, -2.196824, -1.953557], [-2.664104, -0.824745, 1.394717], [-3.205932, -0.898385, -1.401007], [-3.184863, -2.243240, -0.217199], [-1.538722, -1.855638, -1.343634], [1.989100, -0.181859, -1.287264], [3.357900, 0.120108, -0.422749]],
  "atomic_forces_ev_per_a": [[1.0, -0.2, 0.3], [-0.8, 0.6, -1.1], [-1.0, 0.0, 0.3], [0.7, -0.8, 0.4], [-0.8, 1.1, -0.3], [0.2, -0.7, -1.0], [-1.4, 1.6, 2.4], [-0.2, -0.4, 0.2], [-0.2, 0.1, 0.0], [-0.2, -0.2, 0.0], [0.3, -0.3, 0.5], [0.0, 0.0, 0.4], [0.3, 0.1, 0.4], [0.7, 0.1, -0.7], [-0.2, 0.1, 0.1], [0.1, 0.0, -0.1], [-0.3, 0.1, 0.4], [0.5, -0.5, 0.2], [0.4, -0.2, -0.7], [-0.2, -0.3, -0.3], [1.2, -0.7, -1.0], [0.0, 0.3, -0.4], [0.0, 0.2, 0.1]]
}



{
  "formula": "C7H15N",
  "method": "ωB97M-V/def2-TZVPD",
  "smiles": "[H]/N=C\\C.CC=C(C)C",
  "total_charge": 0,
  "mol_weight_g_mol": 113.20,
  "spin_multiplicity": 1,
  "largest_force_ev_per_a": 4.225,
  "species": ["C", "C", "C", "C", "C", "H", "H", "H", "H", "H", "H", "H", "H", "H", "H", "C", "C", "N", "H", "H", "H", "H", "H"],
  "coordinates": [[-0.669735, 1.203763, -1.225678], [-1.068218, -1.280380, -0.798763], [-2.359592, 1.652930, 1.315286], [-1.030958, 0.122138, -0.244637], [-1.763225, 0.357889, 0.876232], [-2.326196, -0.476767, 1.282984], [-1.182406, 2.148400, -1.069298], [-0.808806, 0.925109, -2.269812], [0.381933, 1.451062, -1.084225], [-0.186970, -1.806830, -0.432430], [-1.903849, -1.859566, -0.409336], [-1.093313, -1.321161, -1.886935], [-2.475318, 1.691611, 2.398679], [-1.809086, 2.508875, 0.926451], [-3.385261, 1.749270, 0.951514], [3.040584, -1.630134, 0.495824], [2.113813, -0.581708, -0.218889], [2.263666, 0.659215, -0.040730], [2.395133, 1.065339, 0.885053], [1.892919, -0.953819, -1.218001], [3.455964, -1.248665, 1.425882], [2.615746, -2.632617, 0.501720], [3.903174, -1.743953, -0.160892]],
  "atomic_forces_ev_per_a": [[1.0, 0.5, 0.5], [0.8, -0.4, 0.7], [0.3, 0.4, 0.1], [-2.9, 0.4, 0.2], [-0.3, -0.3, -1.6], [0.5, -0.4, 0.3], [-0.3, 0.0, 0.1], [-0.1, -0.3, 0.1], [0.2, 0.0, -0.3], [0.2, -0.3, -0.4], [-0.2, 0.1, 0.0], [0.1, 0.1, 0.0], [0.4, 0.2, 0.1], [0.0, 0.1, 0.4], [-0.1, -0.2, -0.3], [-1.1, 0.5, -0.5], [4.2, -0.6, 0.5], [-2.3, 0.7, -0.4], [0.9, -0.8, 0.0], [-0.7, 0.3, -0.2], [-0.4, -0.3, 0.3], [-0.2, 0.0, 0.6], [0.0, 0.3, -0.3]]
}



{
  "formula": "C7H15N",
  "method": "ωB97M-V/def2-TZVPD",
  "smiles": "C=C(CC)NC.C=C",
  "total_charge": 0,
  "mol_weight_g_mol": 113.20,
  "spin_multiplicity": 1,
  "largest_force_ev_per_a": 5.420,
  "species": ["C", "C", "C", "C", "C", "N", "C", "C", "H", "H", "H", "H", "H", "H", "H", "H", "H", "H", "H", "H", "H", "H", "H"],
  "coordinates": [[0.451733, 0.889063, 1.569116], [0.337506, 1.960807, 0.718708], [-0.793648, -0.095776, -1.009545], [2.190706, -0.447214, -0.945562], [-2.220851, 0.376302, -0.778723], [1.294673, -1.170990, -0.076858], [0.008591, -0.735645, 0.310313], [-0.782030, -1.575001, 1.044239], [1.594622, -2.048535, 0.341889], [-0.329063, 0.738858, 2.297911], [1.434350, 0.617887, 1.939148], [1.158683, 2.263553, 0.081800], [-0.586985, 2.501406, 0.598442], [-0.799681, -0.957784, -1.686880], [-0.199531, 0.675543, -1.492048], [3.139538, -0.973590, -0.985407], [2.402511, 0.566740, -0.595202], [1.800184, -0.364383, -1.964834], [-0.510129, -1.873916, 2.044626], [-1.785906, -1.839431, 0.762116], [-2.692835, 0.628959, -1.722554], [-2.841557, -0.380578, -0.313623], [-2.270881, 1.243723, -0.137071]],
  "atomic_forces_ev_per_a": [[0.1, 3.4, 0.7], [0.5, -1.1, 1.0], [0.9, -1.3, 1.4], [0.0, 0.1, 0.2], [0.2, -0.2, 0.2], [-0.1, 0.3, 1.0], [-1.8, -2.1, -4.6], [0.3, 0.5, 1.0], [-0.1, 0.7, -0.3], [-0.1, -0.2, -0.1], [0.0, -0.6, -0.6], [0.0, 0.1, 0.1], [-0.2, -0.1, -0.1], [0.0, 0.1, -0.1], [0.1, 0.1, 0.2], [0.1, -0.1, 0.0], [0.0, 0.0, 0.1], [0.0, -0.1, 0.0], [0.5, -0.6, -0.1], [-0.4, 0.7, 0.1], [0.0, 0.1, -0.2], [0.0, -0.2, 0.0], [0.0, 0.3, 0.2]]
}



{
  "formula": "C7H15N2",
  "method": "ωB97M-V/def2-TZVPD",
  "smiles": "[H]/N=C/CC[N@@H+](C)C(=C)C",
  "total_charge": 1,
  "mol_weight_g_mol": 127.21,
  "spin_multiplicity": 1,
  "largest_force_ev_per_a": 3.439,
  "species": ["C", "C", "C", "C", "C", "C", "C", "N", "N", "H", "H", "H", "H", "H", "H", "H", "H", "H", "H", "H", "H", "H", "H", "H"],
  "coordinates": [[-2.541041, -0.412452, -0.020028], [-1.933249, 0.852308, 0.432355], [-0.448616, 0.705620, 0.743239], [1.735721, -0.115979, 0.117501], [2.536070, 0.868860, -0.085973], [1.968744, -1.371362, 0.978494], [0.054803, 0.556256, -1.586653], [-1.825311, -1.428943, -0.226204], [0.376643, -0.030303, -0.295363], [-2.336211, 1.576007, -0.328596], [-2.376636, 1.043874, 1.333321], [0.090526, 1.718916, 0.813789], [-0.505663, 0.216455, 1.746948], [-3.586448, -0.394332, -0.342230], [2.188624, 1.759560, -0.529197], [3.591530, 0.819643, 0.218851], [2.407597, -1.226037, 1.956215], [2.361594, -2.194179, 0.430195], [0.878786, -1.729198, 1.153744], [0.857845, 0.310919, -2.337498], [-0.847244, 0.080481, -1.851147], [0.002093, 1.599447, -1.488095], [-2.381664, -2.271174, -0.534702], [-0.268495, -0.934389, -0.298967]],
  "atomic_forces_ev_per_a": [[-0.5, -0.3, -0.9], [0.3, -0.3, -3.1], [0.5, 2.2, 0.8], [0.2, -2.9, 1.9], [2.3, 0.8, 0.1], [-3.4, 0.3, -0.4], [2.4, -0.8, -1.4], [-0.6, -2.0, -0.1], [-3.0, -0.7, 0.8], [1.0, 0.0, 0.8], [-1.4, 1.1, 2.4], [-1.1, -1.4, 0.3], [1.1, 0.0, -1.0], [-0.1, 0.0, 0.6], [-0.1, 0.9, -0.7], [-0.7, 0.1, -0.1], [0.4, 0.2, -0.1], [0.9, -0.5, -0.4], [1.8, 0.3, 0.3], [-0.9, 0.1, 0.8], [-1.1, 0.0, -0.9], [-0.3, 1.5, -0.1], [0.9, 1.2, 0.2], [1.3, 0.2, 0.2]]
}



{
  "formula": "C7H15N2",
  "method": "ωB97M-V/def2-TZVPD",
  "total_charge": 1,
  "mol_weight_g_mol": 127.21,
  "spin_multiplicity": 1,
  "largest_force_ev_per_a": 4.662,
  "species": ["C", "C", "C", "C", "C", "C", "C", "N", "N", "H", "H", "H", "H", "H", "H", "H", "H", "H", "H", "H", "H", "H", "H", "H"],
  "coordinates": [[-0.556541, 0.007727, -0.046070], [-0.304174, -2.087462, 0.836767], [0.585116, -0.864997, 0.534016], [1.619328, -0.994815, -0.518337], [1.120642, -0.183842, 1.706893], [0.246193, 2.032978, -0.989712], [-2.189802, 1.590131, -0.864838], [-1.616769, -1.792774, 0.297947], [-0.844495, 1.137715, -0.559018], [0.051331, -2.999356, 0.387166], [-0.196345, -2.274111, 1.950663], [1.340641, -1.766047, -1.191787], [2.490515, -1.204345, 0.067614], [1.866725, -0.099602, -1.051232], [2.177128, 0.135659, 1.578171], [1.349869, -0.908616, 2.425095], [0.696281, 0.726369, 2.150816], [1.191555, 1.630398, -0.745458], [-0.059060, 2.242565, -2.079515], [0.092951, 2.960050, -0.525762], [-2.507664, 1.303709, -1.796999], [-2.763450, 0.973567, -0.182289], [-2.300134, 2.666311, -0.698819], [-1.489841, -2.231211, -0.685312]],
  "atomic_forces_ev_per_a": [[-3.2, -3.4, 0.2], [2.0, -0.4, 2.1], [-2.6, 1.5, -1.6], [0.8, -0.5, 0.2], [2.9, 2.2, 1.5], [-2.1, 0.3, -2.2], [-0.4, -0.3, 2.7], [1.3, 2.7, -2.4], [1.9, -1.1, 0.4], [0.5, -0.4, -0.2], [-1.0, 0.3, -1.1], [0.2, -0.7, -0.8], [0.9, -0.8, -0.3], [-0.1, 0.5, -0.3], [-0.5, 0.2, -0.7], [-0.4, -1.1, 1.7], [-0.7, -0.7, -0.1], [0.9, -0.2, -0.3], [1.4, -0.6, 1.3], [0.0, 1.3, 1.0], [-0.3, -0.5, -2.6], [-0.7, 0.5, 0.2], [0.1, -0.4, 0.1], [-0.9, 1.4, 1.5]]
}



Results for energy: -8991.6940; -8985.1449; -8990.0395; -8988.2381; -10474.1435; -10470.7791 (in eV, following the order of the records).